# 1
A molecular structure, C21H15F9N4NaO4P2 in a non-equilibrium geometry, computed with ωB97M-V/def2-TZVPD.

Positions of all 56 atoms, in Å:
N (2.534, -3.924, -2.420)
P (2.792, -4.254, -0.904)
C (1.493, -3.344, 0.100)
N (1.110, -2.221, -0.432)
C (0.148, -1.526, 0.240)
C (-0.323, -0.313, -0.339)
C (0.285, 0.087, -1.672)
C (1.768, 0.491, -1.602)
C (2.062, 1.792, -0.892)
C (1.755, 2.032, 0.448)
C (2.075, 3.224, 1.038)
C (2.757, 4.250, 0.314)
C (3.051, 4.001, -1.010)
C (2.699, 2.784, -1.580)
C (-1.302, 0.421, 0.299)
C (-1.837, 1.725, -0.269)
F (-2.420, 2.505, 0.665)
F (-0.831, 2.480, -0.779)
C (-2.857, 1.486, -1.468)
F (-2.875, 0.182, -1.804)
F (-2.435, 2.139, -2.562)
C (-4.318, 1.874, -1.132)
F (-4.708, 1.305, 0.011)
F (-5.082, 1.323, -2.100)
C (-4.622, 3.422, -1.147)
F (-5.277, 3.722, -0.013)
F (-5.434, 3.731, -2.144)
F (-3.517, 4.164, -1.200)
C (-1.818, -0.087, 1.530)
N (-2.876, 0.592, 2.237)
C (-2.526, 1.239, 3.200)
O (-2.142, 1.838, 4.093)
C (-1.356, -1.236, 2.084)
C (-0.363, -1.996, 1.448)
N (0.033, -3.168, 2.034)
C (0.931, -3.808, 1.328)
P (1.524, -5.409, 1.983)
O (2.985, -5.451, 1.990)
O (0.838, -6.520, 1.051)
O (0.946, -5.664, 3.434)
H (3.351, -3.462, -2.801)
H (2.683, -5.620, -0.612)
H (4.059, -3.774, -0.527)
H (-0.322, 0.807, -2.198)
H (0.262, -0.825, -2.270)
H (2.373, -0.281, -1.131)
H (2.135, 0.561, -2.623)
H (1.272, 1.261, 1.029)
H (1.856, 3.404, 2.101)
H (3.076, 5.212, 0.745)
H (3.575, 4.724, -1.614)
H (2.953, 2.624, -2.619)
H (-1.762, -1.590, 3.018)
H (0.472, -6.138, 0.243)
H (0.105, -6.140, 3.361)
Na (1.046, 5.349, 1.840)

Properties
- total charge = +1
- max |F| (eV/Å) = 2.18
- energy relative to the best compared isomer or geometry (same formula, charge and spin) (kJ/mol) = 0.0
- E_LUMO (eV) = -4.5
- multiplicity = 1

Charges obtained by Löwdin population analysis, quoted in units of e:
1 N -0.322
2 P 0.756
3 C -0.336
4 N 0.148
5 C -0.141
6 C -0.081
7 C -0.091
8 C -0.101
9 C -0.195
10 C -0.023
11 C -0.124
12 C -0.120
13 C -0.052
14 C -0.015
15 C -0.007
16 C -0.352
17 F 0.126
18 F 0.117
19 C -0.341
20 F 0.161
21 F 0.161
22 C -0.339
23 F 0.170
24 F 0.158
25 C -0.529
26 F 0.169
27 F 0.200
28 F 0.177
29 C -0.153
30 N 0.178
31 C -0.305
32 O 0.226
33 C 0.064
34 C -0.181
35 N 0.175
36 C -0.268
37 P 0.417
38 O -0.265
39 O -0.114
40 O -0.083
41 H -0.050
42 H 0.001
43 H 0.022
44 H 0.107
45 H 0.132
46 H 0.115
47 H 0.122
48 H 0.123
49 H 0.097
50 H 0.106
51 H 0.118
52 H 0.127
53 H 0.139
54 H 0.082
55 H 0.097
56 Na 0.794

# 2
A molecular structure, CH12N2O5 in a non-equilibrium geometry, computed with ωB97M-V/def2-TZVPD.

Positions of all 20 atoms, in Å:
N (0.675, -1.447, -1.229)
C (-0.417, -0.847, -0.475)
N (-0.234, -0.998, 0.954)
O (-1.655, -1.298, -0.892)
H (1.521, -1.391, -0.724)
H (0.492, -2.369, -1.536)
H (-0.383, 0.174, -0.641)
H (0.752, -0.972, 1.212)
H (3.399, -0.604, 1.046)
H (-0.752, -1.780, 1.342)
O (2.496, -0.697, 0.743)
H (1.260, 2.340, 0.027)
H (2.134, 0.682, 0.571)
O (1.716, 1.632, 0.493)
H (-0.006, 1.951, 0.816)
H (-1.739, 1.619, 0.034)
O (-0.968, 2.059, 0.569)
H (-2.181, -0.295, -0.937)
H (-3.453, 1.366, -0.533)
O (-2.657, 0.877, -0.842)

Properties
- max |F| (eV/Å) = 3.34
- energy relative to the best compared isomer or geometry (same formula, charge and spin) (kJ/mol) = 1071.5
- E_LUMO (eV) = -6.1
- multiplicity = 1

Charges obtained by Löwdin population analysis, quoted in units of e:
1 N 0.259
2 C -0.537
3 N 0.360
4 O -0.029
5 H 0.042
6 H 0.102
7 H 0.106
8 H 0.067
9 H 0.006
10 H 0.145
11 O -0.254
12 H 0.043
13 H -0.020
14 O -0.110
15 H 0.012
16 H -0.008
17 O -0.090
18 H 0.018
19 H 0.065
20 O -0.176

# 3
2 unconnected molecules or ions with the total composition C4H10O3 in a non-equilibrium geometry, computed with ωB97M-V/def2-TZVPD.

Positions of all 17 atoms, in Å:
O (-3.515, 0.086, 0.785)
C (-2.496, 0.668, 0.772)
C (-1.290, 0.149, -0.090)
C (0.071, 0.684, 0.366)
C (0.576, 1.684, -0.711)
O (0.918, -0.390, 0.622)
H (-2.425, 1.641, 1.300)
H (-1.264, -0.932, 0.071)
H (-1.597, 0.564, -1.051)
H (-0.025, 1.231, 1.311)
H (0.090, 2.624, -0.443)
H (1.640, 1.901, -0.611)
H (0.468, 1.309, -1.726)
H (1.598, -0.190, 1.240)
H (2.736, -3.048, -0.929)
H (1.845, -4.184, -0.585)
O (2.669, -3.797, -0.321)

Properties
- total charge = +1
- max |F| (eV/Å) = 2.13
- energy relative to the best compared isomer or geometry (same formula, charge and spin) (kJ/mol) = 161.6
- E_LUMO (spin up / spin down) (eV) = -5.7 / -9.9
- multiplicity = 2
- ⟨S²⟩ = 0.758

Charges obtained by Löwdin population analysis, quoted in units of e:
1 O 0.357
2 C -0.038
3 C 0.013
4 C -0.422
5 C -0.003
6 O 0.031
7 H 0.208
8 H 0.155
9 H 0.151
10 H 0.151
11 H 0.095
12 H 0.097
13 H 0.096
14 H 0.109
15 H 0.033
16 H 0.018
17 O -0.050